28
Properties=species:S:1:pos:R:3:forces:R:3 method="wB97M-V/def2-TZVPD" orbital_gap_ev="6.121 / 6.117" e_tot_ha=-458.2445 max_force_ha_per_bohr=0.042 homo_ev="-5.6 / -5.6" e_above_lowest_ev=4.891
C -0.83132 0.86154 -0.81791 -0.316 -1.344 0.854
C 0.15472 -1.88068 -0.56328 -0.092 0.125 -0.056
C -0.76198 -1.17859 1.52648 -0.167 0.257 -0.136
C -2.12664 0.17724 -1.14553 -0.069 -0.007 -0.026
C -0.96430 2.07502 0.04213 0.151 -0.032 0.264
N -0.00771 -0.74309 0.35163 -0.367 0.953 -1.058
H -0.15256 0.94628 -1.65425 0.374 -0.234 0.202
H -0.81411 -2.30849 -0.82794 -0.041 0.026 0.009
H 0.73899 -2.68628 -0.09844 -0.002 0.169 0.031
H 0.65478 -1.54674 -1.46898 0.080 0.034 -0.001
H -0.19856 -1.89692 2.13994 0.051 0.107 -0.182
H -1.69039 -1.66725 1.21969 -0.018 -0.034 -0.009
H -1.02169 -0.32150 2.14439 -0.008 0.026 0.038
H -2.73175 0.86427 -1.75201 0.079 -0.019 0.048
H -1.98949 -0.72670 -1.73664 0.038 0.033 0.002
H -2.71038 -0.06541 -0.25484 0.009 0.052 -0.001
H -1.75293 2.72989 -0.35401 0.035 -0.192 -0.116
H -1.28417 1.81134 1.05451 0.035 -0.010 -0.029
H -0.03619 2.63710 0.08988 0.058 -0.107 -0.003
N 2.36315 0.29000 -1.58099 -0.520 -0.391 -0.691
N 1.54066 0.61062 1.86749 -0.280 -0.313 0.253
C 1.52018 -0.04578 0.59603 1.087 1.570 -1.025
N 1.79963 0.86342 -0.40321 -0.294 -0.645 1.552
H 2.97656 0.98964 -1.98432 0.139 -0.265 0.185
H 2.89244 -0.56484 -1.39311 0.211 0.300 0.057
H 1.01103 0.14125 2.58937 0.040 0.055 0.044
H 1.25497 1.57582 1.78924 0.052 0.027 -0.147
H 2.16708 -0.94115 0.62469 -0.263 -0.142 -0.059

---

29
Properties=species:S:1:pos:R:3:forces:R:3 method="wB97M-V/def2-TZVPD" orbital_gap_ev=9.888 e_tot_ha=-512.8559 max_force_ha_per_bohr=0.100 charge=+1 homo_ev=-12.4 e_above_lowest_ev=2.287
C 3.29272 -1.32968 -0.66534 0.376 -0.886 -0.171
C 2.20594 -1.90156 -1.13137 -1.206 -0.147 0.321
C -0.94663 2.17392 1.61362 2.029 0.571 -0.515
C 0.11827 1.39304 -2.09686 0.953 1.250 0.120
C 0.78160 0.89119 0.17528 0.641 -3.445 3.034
C -0.74742 -0.21990 1.78157 -2.587 -3.757 2.325
N 1.05505 -2.35747 -1.22576 0.940 0.141 -0.243
N -3.27652 -0.87582 0.19630 -0.675 -0.491 -0.074
N -0.30737 -1.48754 1.56530 2.027 1.393 -1.718
N -0.38406 0.86971 1.22865 0.599 0.318 -0.784
N 0.61182 0.38964 -1.12951 0.760 4.498 -0.378
H 3.79320 -0.44239 -1.05348 -0.500 -0.260 0.054
H 3.84509 -1.99074 0.01306 0.012 0.379 -0.207
H -1.97888 2.20103 1.59936 -2.278 -0.415 -0.175
H -0.65976 2.61628 2.61374 0.429 -0.737 -1.262
H -0.60172 2.71737 0.72121 -0.388 0.999 0.997
H 0.53076 2.44333 -1.86945 -0.412 -1.654 -0.472
H 0.49652 1.03347 -3.07805 -0.728 0.674 0.381
H -0.97182 1.45633 -2.00622 0.056 0.154 -0.626
H 1.04779 1.92139 0.31176 0.874 0.228 -0.869
H 1.53094 0.14693 0.69075 -0.933 1.799 -0.710
H -1.64461 -0.26735 2.51662 1.754 0.779 -1.150
H 0.77530 -2.99428 -1.98121 0.615 0.163 0.331
H -2.94668 -1.73988 -0.19127 0.898 -0.607 -0.138
H -3.14621 -0.22216 -0.59425 -1.033 -0.339 0.674
H -4.25825 -1.20283 0.36875 0.793 1.496 -0.463
H 0.45761 -1.64989 0.83532 -1.551 0.024 1.317
H -0.51096 -2.27591 2.17853 -0.264 0.754 -0.254
H -0.01067 -0.31552 -1.30601 -1.199 -2.882 0.654

---

31
Properties=species:S:1:pos:R:3:forces:R:3 method="wB97M-V/def2-TZVPD" orbital_gap_ev=9.497 e_tot_ha=-908.9405 max_force_ha_per_bohr=0.108 smiles="CN(C)P(=N[N+]#N)(N(C)C)N(C)C" charge=+1 homo_ev=-13.0 e_above_lowest_ev=0.000
C 0.95734 0.77397 -2.47977 0.079 -0.900 -1.030
C -0.19169 2.44075 -0.96897 -0.002 1.358 1.265
C 1.73800 0.85440 1.76485 1.400 2.499 0.354
C -0.59666 0.28915 2.62816 -0.834 -0.411 0.747
C -2.17310 -0.75571 -1.30488 -1.263 -1.068 -0.660
C -1.20245 -2.25915 0.36247 -1.140 -1.668 0.601
N 2.73829 -2.83636 0.56627 0.786 -1.814 1.549
N 1.87123 -1.09266 -0.63597 -3.816 3.946 -0.695
N 2.24024 -1.97736 0.07142 0.268 -0.606 0.266
N 0.25966 1.09068 -1.24722 0.396 -0.253 1.429
N 0.36152 0.49806 1.49343 -0.759 -1.419 0.296
N -1.20954 -0.96078 -0.24766 1.548 2.191 0.927
P 0.11044 0.03323 -0.02552 1.381 -3.630 -2.339
H 1.97875 0.39467 -2.32096 -0.539 0.299 0.047
H 0.40141 0.01123 -3.08335 0.425 0.649 0.464
H 0.99515 1.70036 -3.02953 0.044 0.203 -0.357
H -1.03730 2.69218 -1.65013 0.613 0.099 0.639
H -0.53010 2.34879 0.10945 -0.129 0.914 -1.268
H 0.62150 3.27502 -0.96757 -1.209 -1.677 -0.332
H 2.43661 0.09544 2.27734 -1.576 0.909 -0.586
H 2.22392 1.10751 0.74538 -0.537 -0.089 1.875
H 1.55022 1.81660 2.40554 1.427 -1.619 -1.048
H -1.29930 1.18358 2.76898 1.244 -1.145 -0.195
H -1.22366 -0.59308 2.34135 0.375 0.958 0.560
H -0.08636 0.02011 3.64514 -0.553 0.673 -2.180
H -2.39125 -1.77237 -1.79886 0.632 1.716 0.308
H -3.12695 -0.46453 -0.84165 0.169 0.163 -0.313
H -1.83049 0.01468 -2.00502 -0.252 -0.411 0.058
H -1.18233 -2.33402 1.47896 -0.130 0.397 -0.939
H -2.06758 -2.88006 -0.02206 0.858 0.927 0.635
H -0.33551 -2.71433 -0.02961 1.093 -1.190 -0.079

---

38
Properties=species:S:1:pos:R:3:forces:R:3 method="wB97M-V/def2-TZVPD" orbital_gap_ev="8.271 / 7.870" e_tot_ha=-2642.4708 max_force_ha_per_bohr=0.107 charge=+3 homo_ev="-19.5 / -19.6" multiplicity=3
V 0.31034 -0.47443 0.20628 1.613 0.126 -5.252
N 1.62355 -1.69556 -1.04229 0.152 -0.204 0.175
N 2.93388 -1.18943 -1.11400 0.287 -0.052 0.011
C 3.12215 0.12181 -0.93144 -0.395 0.008 -0.013
N 4.30161 0.66143 -1.06841 0.191 -0.025 -0.020
S 1.73534 1.09964 -0.54295 0.495 0.814 -0.297
H 1.66119 -2.62599 -0.62849 0.128 -0.080 -0.017
H 1.25399 -1.79863 -1.98892 -0.102 -0.033 -0.038
H 3.67068 -1.80453 -1.43656 0.009 -0.035 -0.067
H 5.12604 0.13341 -1.32962 -0.012 -0.032 -0.004
H 4.44406 1.64852 -0.89951 -0.088 0.029 0.005
N -1.14265 2.58197 -0.42589 0.264 -0.012 -0.147
N -2.03548 2.43296 0.63541 0.082 -0.134 0.107
C -1.84840 1.49132 1.55000 -0.537 -0.002 0.105
N -2.71096 1.31657 2.52779 0.007 0.126 0.119
N -0.67556 0.77546 1.44653 0.318 0.752 -0.219
N -0.50716 -0.38686 2.03415 -3.326 -0.108 4.030
O 0.70940 -0.82860 1.90509 0.802 -0.847 1.478
O -1.37638 -1.05948 2.54581 0.782 0.461 0.321
H -0.56624 3.40623 -0.27693 -0.041 0.065 0.049
H -1.66444 2.71617 -1.28582 -0.074 -0.091 -0.012
H -2.80192 3.08769 0.73992 -0.051 0.021 0.090
H -3.49676 1.94315 2.65005 0.012 0.022 -0.034
H -2.56100 0.64433 3.26477 0.029 -0.071 -0.024
O -1.07578 -1.64208 -0.38881 -0.029 0.218 -0.271
S -1.71823 -2.80782 0.44077 -0.546 -1.192 -0.140
C -3.47432 -2.88652 -0.04153 0.069 0.038 -0.071
C -3.57441 -3.92875 -1.14590 -0.002 -0.133 -0.098
C -2.60422 -5.04013 -0.75664 -0.159 -0.033 -0.163
C -1.27779 -4.35409 -0.45287 -0.047 0.132 0.230
H -3.80085 -1.88144 -0.30684 0.054 0.032 0.051
H -3.98600 -3.20376 0.87025 0.018 0.023 0.016
H -3.29766 -3.49838 -2.11018 0.002 0.031 0.017
H -4.59501 -4.29874 -1.23612 -0.015 0.053 0.053
H -2.47486 -5.76323 -1.56170 0.056 0.004 0.019
H -2.96644 -5.59150 0.11244 0.024 0.035 0.028
H -0.76415 -4.03771 -1.36301 -0.021 0.059 0.007
H -0.61382 -4.93037 0.18969 0.047 0.034 -0.028

---

35
Properties=species:S:1:pos:R:3:forces:R:3 method="wB97M-V/def2-TZVPD" orbital_gap_ev="8.649 / 8.555" e_tot_ha=-2883.7575 max_force_ha_per_bohr=0.147 charge=+1 homo_ev="-11.6 / -11.6" multiplicity=4
V 0.76540 -0.01335 -1.22563 -1.645 0.156 1.434
N -2.24217 -0.10846 -0.30879 -2.662 0.020 1.154
O -2.38299 -1.13964 -0.83836 -0.332 -5.740 -3.539
O -3.15612 0.43204 0.21906 -2.579 2.480 1.752
O -1.13942 0.35961 -0.22607 6.773 3.401 -0.205
C -1.85622 1.16578 -4.03921 0.196 -1.595 0.130
S -0.65531 -0.22804 -4.53289 -1.440 1.320 -0.300
O 0.17185 -0.44959 -3.28341 0.629 -0.085 1.340
C -1.75188 -1.70584 -4.75790 0.762 0.762 0.744
H -2.18932 0.92848 -3.02885 0.062 -0.126 0.061
H -2.72968 1.10785 -4.68868 0.215 0.214 -0.181
H -1.37035 2.14145 -4.03002 0.190 -0.294 -0.386
H -1.05723 -2.41172 -5.21319 -0.303 -0.086 -0.128
H -2.59778 -1.45416 -5.39760 0.222 0.030 -0.066
H -2.07854 -2.07258 -3.78481 -0.046 0.155 0.025
C 3.26471 2.00941 1.97918 -0.314 0.670 -0.590
S 1.82671 2.66312 0.95758 0.261 -2.105 0.353
O 1.69091 1.60939 -0.15647 -0.007 0.559 -0.243
C 0.43816 2.31284 2.06691 -0.434 -0.150 0.529
H 3.22918 0.97677 2.32633 -0.739 0.121 -0.104
H 3.42799 2.71083 2.79738 -0.111 -0.045 0.036
H 4.12639 2.06409 1.31390 -0.109 0.222 -0.140
H -0.51632 2.70291 1.71347 0.288 0.128 -0.655
H 0.54624 2.76176 3.05427 0.568 0.110 -0.039
H 0.29996 1.23764 2.18069 0.349 -0.008 -0.215
C -0.82826 -1.92501 2.56954 0.823 0.499 -1.311
S 0.82980 -2.06137 1.70962 -0.476 -0.596 1.166
O 1.04938 -0.84865 0.82509 0.139 -0.008 -0.028
C 1.86282 -1.78478 3.21463 0.586 -0.387 -0.471
H -0.90700 -0.87204 2.84000 -0.106 -0.194 0.543
H -0.86460 -2.67204 3.36246 0.142 0.330 0.089
H -1.61108 -2.12858 1.83888 0.147 -0.113 -0.133
H 2.04688 -0.72987 3.41805 -0.498 0.002 -0.037
H 2.83511 -2.24286 3.03322 0.070 0.109 -0.441
H 1.52263 -2.33543 4.09164 -0.622 0.245 -0.146

---

29
Properties=species:S:1:pos:R:3:forces:R:3 method="wB97M-V/def2-TZVPD" orbital_gap_ev="6.501 / 7.443" e_tot_ha=-1772.8847 max_force_ha_per_bohr=0.170 charge=+1 homo_ev="-9.1 / -12.7" e_above_lowest_ev=0.576 multiplicity=3
C 3.39825 0.86465 0.34907 -0.339 -0.326 -0.109
C 1.27813 -0.34804 1.99120 -0.136 0.076 -0.444
C -3.51098 0.81129 1.02608 0.767 -0.065 -0.029
C -3.57942 -0.89996 -1.34857 0.563 -0.308 0.276
C 0.94074 -2.84926 -0.27646 -0.063 0.121 0.005
C 1.39393 1.99378 -1.94008 0.083 -0.032 0.340
N -1.15816 -0.89032 0.42015 6.026 -2.143 1.734
P 1.76858 0.04306 0.28758 0.221 0.296 0.061
P -2.52692 -0.42020 0.08088 -8.093 2.633 -1.945
S 2.16318 -1.63909 -0.86848 -0.017 0.369 0.237
S 0.41245 1.42054 -0.50695 0.426 -0.253 -0.109
H 3.83968 0.89196 -0.64614 -0.017 0.048 -0.010
H 3.29441 1.87196 0.74390 -0.087 0.068 -0.006
H 4.05059 0.28516 0.99758 0.030 -0.098 0.044
H 1.36222 0.55355 2.59420 0.067 0.096 -0.012
H 0.24411 -0.69866 1.97676 0.255 -0.020 0.076
H 1.94237 -1.11789 2.37465 0.099 -0.058 0.016
H -3.57440 1.72874 0.44203 0.026 0.070 0.087
H -4.51453 0.42964 1.19625 0.031 -0.160 0.078
H -3.00960 1.00787 1.97011 -0.137 0.092 0.103
H -3.00846 -1.53497 -2.02080 -0.090 -0.007 -0.124
H -4.44509 -1.44203 -0.97158 0.019 -0.111 -0.038
H -3.92404 -0.00728 -1.86428 0.138 0.083 -0.065
H 0.00425 -2.32825 -0.05507 0.273 -0.354 -0.013
H 1.33735 -3.36128 0.59419 -0.037 -0.027 0.043
H 0.80278 -3.55378 -1.08971 0.026 -0.051 -0.083
H 2.19894 2.64463 -1.61563 0.068 0.035 -0.075
H 0.70263 2.55708 -2.55930 -0.059 -0.001 -0.021
H 1.77178 1.14324 -2.50521 -0.042 0.025 -0.017

---

41
Properties=species:S:1:pos:R:3:forces:R:3 method="wB97M-V/def2-TZVPD" orbital_gap_ev="2.124 / 2.062" e_tot_ha=-3907.0035 max_force_ha_per_bohr=0.123 charge=-3 homo_ev="2.6 / 2.6" multiplicity=4
Ti 0.26711 -0.15201 -1.13605 0.644 -1.911 -0.982
S 4.03554 -1.62896 -1.88223 -3.178 -3.520 -4.186
O 3.55533 -0.50184 -2.68628 -1.167 2.832 0.117
O 3.10415 -1.98371 -0.80019 -1.386 1.253 2.428
O 3.95364 -2.78949 -2.80895 0.965 -0.532 -0.044
O 5.36283 -1.40312 -1.45817 4.157 1.024 2.232
S -1.70439 -3.24607 -3.20362 -3.403 0.912 -0.362
O -3.02043 -3.54988 -3.78507 -1.362 -0.595 -2.370
O -1.00717 -2.20490 -3.93110 1.446 1.746 -1.307
O -2.12584 -2.72188 -1.91550 0.535 2.391 4.364
O -0.96359 -4.43287 -3.04460 2.810 -3.432 0.156
C -3.98248 -4.48692 4.71859 1.061 -0.572 0.636
S -2.87637 -4.96782 3.29717 -3.159 2.529 -1.962
O -3.92331 -4.84809 2.14910 2.401 -0.713 1.887
C -1.96508 -3.29940 3.29483 -0.245 -0.216 -0.153
H -4.30562 -3.44609 4.73762 0.295 -0.016 -0.446
H -3.37400 -4.70966 5.59508 -0.016 0.262 0.400
H -4.86174 -5.12652 4.79533 0.176 -0.172 -0.575
H -1.73637 -2.96052 4.30524 -0.255 -0.170 0.146
H -2.65131 -2.62245 2.78597 -0.297 -0.108 0.208
H -1.04160 -3.21075 2.72261 -0.029 -0.872 -0.164
C 0.65488 4.06613 -4.71979 -0.809 0.418 -0.492
S -1.02617 3.54103 -4.07613 1.857 1.806 1.031
O -0.76381 3.50220 -2.59875 -0.610 -0.426 -0.704
C -1.70275 5.25517 -4.29134 0.115 -0.246 -0.003
H 0.95931 4.87366 -4.05396 0.217 -0.541 0.528
H 0.55826 4.60123 -5.66448 -0.238 -0.410 -0.439
H 1.36142 3.24328 -4.82863 -0.199 0.027 0.369
H -1.73856 5.55066 -5.33990 -0.528 -0.256 -0.078
H -1.08350 6.00754 -3.80291 0.383 -0.399 0.269
H -2.65151 5.25312 -3.75472 -0.188 -0.010 -0.449
C 3.06405 2.62943 2.19341 -1.084 0.030 -0.524
S 1.53611 2.40590 3.26039 0.076 -1.956 -2.211
O 0.56577 1.61460 2.36149 1.343 1.484 1.648
C 2.31025 1.12431 4.33329 -0.539 0.324 -0.458
H 3.27381 1.67662 1.70736 0.474 -0.451 0.801
H 3.87440 3.16296 2.69017 0.026 -0.425 0.144
H 2.80458 3.16437 1.27984 -0.519 0.673 0.352
H 2.67577 0.32043 3.69432 0.157 0.186 -0.087
H 1.49546 0.71111 4.92782 0.096 0.200 0.209
H 3.09291 1.58922 4.93278 -0.024 -0.146 0.069

---

26
Properties=species:S:1:pos:R:3:forces:R:3 method="wB97M-V/def2-TZVPD" orbital_gap_ev=10.702 e_tot_ha=-389.7826 max_force_ha_per_bohr=0.088 smiles=CCC(C)CC.O.O homo_ev=-10.1 e_above_lowest_ev=2.424
C -2.41738 -0.79244 -0.27026 2.468 1.910 1.671
C -1.38957 -0.94476 0.92095 -1.830 3.808 -0.037
C -0.02068 -0.26687 0.59217 -1.036 -3.894 2.070
C 0.28162 0.84037 1.56579 1.510 -0.122 0.461
C 1.03530 -1.46295 0.43132 -0.798 2.490 -0.520
C 2.38631 -0.78337 0.07393 0.378 0.393 -3.080
H -2.88908 0.14620 -0.04500 -0.423 0.549 -0.411
H -1.98088 -0.71121 -1.26064 0.043 -0.522 -0.095
H -3.10817 -1.52283 -0.12020 -2.157 -2.196 -0.389
H -1.30489 -1.92388 1.24413 0.458 -2.146 0.336
H -1.95409 -0.40448 1.84237 1.498 -1.110 -1.941
H -0.00764 0.05869 -0.38718 -0.594 1.246 -1.909
H 0.64599 1.62842 0.91952 -0.272 0.895 0.718
H 1.12493 0.60775 2.23388 -0.057 -0.210 -0.168
H -0.53543 1.08629 2.26363 0.156 0.267 -0.879
H 0.93554 -2.02348 1.36181 0.990 -0.042 0.044
H 0.74960 -2.15014 -0.39631 -0.187 0.602 0.538
H 3.02952 -0.78927 0.93119 0.690 0.539 0.028
H 2.82088 -1.31788 -0.78826 0.434 -0.836 0.956
H 2.48066 0.23582 -0.65829 -1.168 -1.769 2.917
H -0.50054 3.45266 -1.12200 0.924 2.824 -1.281
H -0.19341 2.01102 -1.12278 1.615 -1.580 -1.085
O -0.76035 2.64779 -0.78928 -2.754 -0.855 2.349
H -0.13646 0.48281 -2.18481 -0.266 -0.323 0.109
H 1.21938 1.13058 -2.38687 1.138 0.372 0.625
O 0.48881 0.76516 -2.84881 -0.758 -0.290 -1.028